[1]
Below is C5H9N2O6S2 as an isolated structure in a non-equilibrium geometry, with properties calculated with ωB97M-V with the def2-TZVPD basis set.

Structure (XYZ):
```
24
Properties=species:S:1:pos:R:3:forces:R:3
N 2.884231 -1.380068 -0.398277 -0.433 -0.177 0.245
C 2.950294 -0.141917 0.238838 -0.734 -0.035 -2.138
O 3.342796 -0.017015 1.342615 1.468 0.339 2.874
C 2.545476 1.084276 -0.552445 0.138 -0.084 0.100
C 1.306442 1.748600 0.019517 -0.750 -0.197 -0.844
S -0.076298 0.578931 -0.003429 0.415 1.232 0.185
O -0.029008 -0.124084 1.250935 -0.147 -0.409 0.737
O 0.176968 -0.277070 -1.145747 -0.035 -0.246 -0.697
N -1.343521 1.541945 -0.177950 0.279 -1.541 0.050
S -2.760848 0.785240 0.017554 -0.600 1.017 -0.364
O -3.680804 1.379325 -0.907649 -0.290 0.205 -1.133
O -3.261648 0.827760 1.360839 0.374 -0.392 1.151
C -2.689405 -0.970594 -0.400333 -0.429 -0.206 0.508
C -2.415877 -1.872221 0.803184 -1.287 2.819 -0.396
O -1.652658 -2.745269 0.701137 2.232 -3.283 -0.033
H 3.228095 -2.062355 0.269458 -0.098 -0.082 0.002
H 1.889612 -1.562333 -0.564335 0.187 -0.006 -0.632
H 3.362619 1.793229 -0.425820 0.165 0.013 -0.044
H 2.437337 0.869183 -1.608060 -0.191 -0.086 -0.104
H 1.434987 2.088701 1.038086 -0.011 0.091 0.140
H 1.025648 2.550570 -0.660698 -0.106 0.244 0.270
H -2.034462 -1.217441 -1.226796 0.314 0.178 0.090
H -3.705515 -1.214209 -0.719413 -0.185 0.367 0.043
H -2.934462 -1.663184 1.748786 -0.277 0.239 -0.011
```
Positions in Å, forces in eV/Å.

Results
* gap between HOMO and LUMO: 8.912 eV
* HOMO: -5.706 eV
* LUMO energy: 0.118 Ha
* calculated total energy: -42267.839 eV
* net charge: -1

Atom charges from the Mulliken analysis, given in e for atoms 1 to 4: N -0.5942; C 0.3763; O -0.5712; C -0.4896

[2]
Below is C27H19F3N6O5RuS2 as an isolated structure, with properties calculated with ωB97M-V with the def2-TZVPD basis set.

Structure (XYZ):
```
63
Properties=species:S:1:pos:R:3:forces:R:3
Ru -0.429653 0.580270 -1.232687 0.295 -0.054 -0.090
O 1.345664 0.139876 -2.270961 -0.039 0.020 -0.025
C 2.486091 -0.383423 -1.951679 0.017 -0.001 0.064
C 3.327732 -0.862685 -2.982832 0.020 -0.009 0.014
C 4.521770 -1.487706 -2.706163 -0.017 0.020 0.008
C 4.952690 -1.660322 -1.386327 0.048 -0.031 -0.034
C 4.173727 -1.151225 -0.368491 -0.069 0.042 0.041
C 2.952737 -0.509557 -0.614303 0.018 -0.024 -0.074
C 2.253347 0.063411 0.515798 -0.076 0.001 -0.063
N 1.076237 0.565998 0.482718 0.131 0.082 0.020
N 0.640632 1.130953 1.666459 0.021 0.004 0.080
C -0.508794 1.720004 1.489906 -0.084 -0.048 -0.143
O -1.140698 1.800708 0.371708 -0.004 0.033 0.240
C -1.183953 2.277285 2.695723 -0.007 0.024 0.035
C -0.638842 2.114705 3.967624 0.009 0.001 -0.043
C -1.324588 2.569397 5.081568 0.003 0.000 0.035
C -2.557239 3.193839 4.934823 -0.016 0.011 0.007
C -3.097405 3.368834 3.668207 -0.008 0.000 0.004
C -2.414545 2.910266 2.551289 0.026 -0.011 -0.010
H 2.984276 -0.731042 -4.000964 -0.013 0.017 0.003
H 5.134076 -1.846847 -3.526338 0.004 -0.004 0.012
H 5.894862 -2.146609 -1.168585 -0.008 0.001 -0.006
H 4.506215 -1.235628 0.661295 0.005 0.001 -0.007
H 2.779900 0.098388 1.470436 0.007 0.002 0.004
H 0.316163 1.616283 4.066030 -0.001 -0.002 -0.002
H -0.900021 2.428650 6.068105 -0.003 0.000 -0.004
H -3.094042 3.545733 5.807688 0.002 0.000 -0.003
H -4.056310 3.858489 3.550425 0.003 0.001 -0.004
H -2.822971 3.022598 1.555617 -0.003 -0.002 0.005
F -2.418985 4.005250 -4.326726 0.007 -0.011 -0.019
C -1.742889 3.943240 -3.172808 -0.015 -0.048 -0.032
F -2.592417 3.569929 -2.214761 -0.005 -0.015 0.035
F -1.305402 5.174948 -2.887237 0.016 0.027 0.015
S -0.332015 2.766988 -3.301028 -0.021 0.045 0.038
O -0.976395 1.475388 -3.523133 -0.067 -0.053 -0.045
O 0.467339 3.295844 -4.362902 0.051 0.021 -0.002
O 0.233573 2.798315 -1.948983 0.036 0.043 -0.001
N -0.142706 -1.605071 6.024002 -0.010 0.009 0.016
C -0.786117 -1.393300 5.094681 0.041 -0.022 -0.018
C -1.589060 -1.129656 3.935364 -0.071 0.041 0.011
C -2.913903 -0.716681 4.066231 0.035 -0.007 0.018
C -3.630041 -0.455838 2.918055 0.021 -0.005 -0.035
C -2.997744 -0.600460 1.686035 -0.028 0.045 -0.041
N -1.729394 -0.978530 1.555894 -0.065 -0.092 0.160
C -1.044260 -1.245391 2.659602 0.072 0.014 -0.048
H -3.351224 -0.596367 5.048546 -0.002 -0.001 -0.002
H -4.658793 -0.127038 2.964614 -0.001 0.003 -0.009
H -3.521099 -0.394287 0.758945 0.004 -0.007 -0.001
H -0.009919 -1.544686 2.529648 -0.005 -0.005 0.011
N -3.364428 -0.850577 -1.761286 0.035 0.056 0.039
C -2.336869 -0.350919 -1.574256 -0.263 -0.117 -0.189
S 0.046246 -2.403480 -0.609608 -0.012 -0.009 0.016
C 0.705397 -2.901112 -2.066285 -0.082 0.028 0.076
N 1.828528 -3.674731 -2.080464 0.092 -0.049 -0.097
C 2.441323 -4.134517 -3.200857 -0.045 0.003 0.078
C 1.934127 -3.840477 -4.420498 0.006 0.007 -0.081
C 0.773903 -3.027354 -4.483613 0.013 -0.028 0.029
C 0.177001 -2.573085 -3.349353 0.024 0.022 0.001
H 2.246853 -3.847740 -1.176614 -0.023 0.029 0.021
H 3.335693 -4.718175 -3.042268 0.005 -0.001 -0.008
H 2.423058 -4.200764 -5.312891 -0.007 -0.003 0.003
H 0.360192 -2.760105 -5.447571 -0.003 0.004 0.001
H -0.706608 -1.950230 -3.374536 0.008 0.001 -0.007
```
Positions in Å, forces in eV/Å.

Results
* 2S+1: 6
* gap between HOMO and LUMO (spin up / spin down): 7.343 / 6.709 eV
* HOMO (spin up / spin down): -5.096 / -5.298 eV
* LUMO energy (spin up / spin down): 0.083 / 0.052 Ha
* calculated total energy: -79891.191 eV
* net charge: -1

Atom charges from the Mulliken analysis, given in e for atoms 1 to 4: Ru 1.9130; O -0.1800; C 0.4604; C -0.4892

[3]
Below is C6H12N2 in the gas phase in a non-equilibrium geometry, with properties calculated with ωB97M-V with the def2-TZVPD basis set.

Structure (XYZ):
```
20
Properties=species:S:1:pos:R:3:forces:R:3
H 2.478966 0.947252 -1.831506 -0.534 0.254 0.125
N 1.853795 0.786027 -1.032778 -0.910 -1.292 -0.272
C 1.016952 -0.160683 -1.324049 2.361 -0.432 0.001
C 0.216842 -0.951896 -0.332253 -0.934 0.539 -1.292
C -0.167254 -2.186110 -0.682322 0.180 0.372 0.249
C -0.308959 -0.184026 0.850108 0.530 1.942 -0.176
C 0.685809 -0.223571 2.006704 0.168 -0.069 0.390
N -0.532313 1.266346 0.458568 -0.458 -0.842 1.275
C -1.653456 1.514582 -0.427221 0.403 0.114 -0.074
H 1.061393 -0.613490 -2.332679 -0.252 0.099 0.312
H 0.183539 -2.665522 -1.592356 -0.050 0.129 0.063
H -0.835983 -2.763107 -0.049150 0.167 0.028 0.001
H -1.266907 -0.597757 1.188025 0.099 0.113 -0.200
H 0.913454 -1.258804 2.286567 -0.059 0.109 -0.091
H 1.633981 0.260264 1.741380 -0.258 -0.061 -0.059
H 0.277201 0.278744 2.891225 0.027 -0.016 -0.242
H 0.326391 1.754023 0.185454 -0.543 -0.668 0.116
H -2.591256 1.135940 -0.009267 0.165 -0.037 0.066
H -1.517586 1.069054 -1.417502 -0.142 -0.138 -0.278
H -1.774610 2.592734 -0.576947 0.040 -0.144 0.087
```
Positions in Å, forces in eV/Å.

Results
* gap between HOMO and LUMO: 8.926 eV
* HOMO: -8.339 eV
* LUMO energy: 0.022 Ha
* calculated total energy: -9395.291 eV

Atom charges from the Mulliken analysis, given in e for atoms 1 to 4: H 0.2512; N -0.6025; C -0.4079; C 0.5461

For each record above, in turn, the calculated energy relative to the best compared isomer or geometry (same formula, charge and spin) values are 0.00 0.00 150.38 kJ/mol.